No. 1
{"formula": "C4H7NO2", "method": "ωB97M-V/def2-TZVPD", "spin_multiplicity": 1, "orbital_gap_ev": 8.80, "homo_ev": -9.28, "de_lowest_kcal_mol": 127.90, "e_tot_ev": -9841.7334, "e_lumo_ev": -0.477, "elements": ["N", "C", "O", "C", "C", "C", "O", "H", "H", "H", "H", "H", "H", "H"], "coordinates": [[-2.549, 0.445, -0.527], [-1.552, -0.476, -0.600], [-1.463, -1.483, 0.075], [0.760, 1.291, -0.121], [1.566, 0.589, 0.808], [1.545, -0.879, 0.428], [2.736, -0.171, 0.422], [-3.161, 0.384, 0.275], [-2.334, 1.376, -0.855], [1.228, 1.144, -1.114], [-0.816, -0.225, -1.389], [1.513, 0.783, 1.877], [1.168, -1.220, -0.535], [1.358, -1.558, 1.257]]}



No. 2
{"formula": "C18H34O23", "method": "ωB97M-V/def2-TZVPD", "charge": 1, "spin_multiplicity": 2, "orbital_gap_ev": [9.59, 1.82], "homo_ev": [-12.21, -12.21], "e_tot_ev": -66297.7879, "s2": 0.76, "e_lumo_ev": [-2.613, -10.385], "elements": ["C", "C", "O", "C", "O", "O", "H", "H", "H", "H", "C", "C", "O", "C", "O", "O", "H", "H", "H", "H", "C", "C", "O", "C", "O", "O", "H", "H", "H", "H", "C", "C", "O", "C", "O", "O", "H", "H", "H", "H", "C", "C", "O", "C", "O", "O", "H", "H", "H", "H", "C", "C", "O", "C", "O", "O", "H", "H", "H", "H", "O", "H", "H", "O", "H", "H", "O", "H", "H", "O", "H", "H", "O", "H", "H"], "coordinates": [[9.438, 3.995, -18.102], [10.368, 3.695, -16.897], [11.598, 3.374, -17.461], [11.584, 3.563, -18.788], [12.455, 3.344, -19.605], [10.357, 3.915, -19.158], [9.036, 5.004, -18.012], [8.569, 3.385, -18.349], [9.971, 2.859, -16.320], [10.391, 4.609, -16.303], [10.505, -0.719, -13.919], [10.760, 0.657, -14.525], [10.604, 0.455, -15.916], [10.579, -0.879, -16.196], [10.419, -1.345, -17.306], [10.489, -1.537, -15.084], [9.576, -0.858, -13.365], [11.294, -0.892, -13.187], [11.762, 0.954, -14.217], [9.977, 1.316, -14.149], [2.765, 3.846, -15.466], [3.635, 5.030, -15.288], [3.734, 5.480, -16.595], [3.179, 4.608, -17.507], [3.232, 4.801, -18.728], [2.523, 3.635, -16.814], [1.849, 4.015, -14.899], [3.286, 2.967, -15.088], [4.639, 4.834, -14.913], [3.177, 5.744, -14.604], [5.625, -1.721, -11.929], [6.915, -1.003, -12.076], [6.358, 0.359, -12.178], [5.192, 0.304, -12.648], [4.564, 1.314, -13.017], [4.714, -0.911, -12.531], [5.364, -1.889, -10.884], [5.604, -2.734, -12.330], [7.361, -1.246, -13.040], [7.391, -1.179, -11.111], [7.279, 1.798, -15.399], [5.982, 1.785, -16.192], [6.049, 3.008, -16.879], [6.902, 3.866, -16.225], [6.956, 5.095, -16.317], [7.637, 3.198, -15.380], [8.042, 1.138, -15.811], [7.078, 1.510, -14.367], [5.095, 1.624, -15.579], [6.084, 0.943, -16.877], [8.007, 3.858, -12.199], [7.230, 2.936, -11.252], [7.520, 3.562, -10.000], [7.841, 4.792, -10.211], [7.838, 5.697, -9.353], [8.239, 5.039, -11.429], [7.427, 3.902, -13.120], [8.984, 3.442, -12.443], [7.765, 1.986, -11.274], [6.143, 3.000, -11.297], [6.206, 5.022, -19.494], [6.192, 5.435, -18.631], [5.784, 5.658, -20.072], [5.274, -1.308, -17.895], [5.223, -2.087, -18.449], [4.409, -0.905, -17.968], [3.211, 0.507, -17.680], [2.783, 1.284, -17.320], [3.530, 0.784, -18.538], [7.063, -1.495, -15.506], [7.381, -2.379, -15.320], [6.528, -1.594, -16.294], [7.088, 0.671, -19.850], [7.997, 0.397, -19.727], [6.599, 0.185, -19.185]]}



No. 3
{"formula": "C3H13NO3", "method": "ωB97M-V/def2-TZVPD", "spin_multiplicity": 1, "orbital_gap_ev": 9.39, "homo_ev": -8.74, "de_lowest_kcal_mol": 10.17, "e_tot_ev": -10954.3305, "smiles": "CNCCO.O.O", "e_lumo_ev": 0.642, "elements": ["C", "N", "C", "C", "O", "H", "H", "H", "H", "H", "H", "H", "H", "H", "O", "H", "H", "O", "H", "H"], "coordinates": [[-0.013, 1.306, 2.070], [-0.292, 0.062, 1.366], [0.909, -0.564, 0.891], [0.666, -1.817, 0.108], [-0.010, -1.593, -1.151], [0.522, 2.071, 1.500], [0.559, 1.087, 2.976], [-0.926, 1.773, 2.441], [-0.917, 0.362, 0.628], [1.510, 0.144, 0.282], [1.567, -0.817, 1.730], [1.572, -2.360, -0.161], [0.067, -2.512, 0.715], [-0.880, -1.235, -0.922], [0.536, 0.930, -2.274], [0.519, -0.037, -2.134], [0.768, 1.011, -3.199], [-2.036, 0.583, -1.257], [-1.299, 0.768, -1.864], [-2.820, 0.839, -1.748]]}



No. 4
{"formula": "C27H41Cl3MgN3O3Si", "method": "ωB97M-V/def2-TZVPD", "charge": -1, "spin_multiplicity": 1, "orbital_gap_ev": 5.41, "homo_ev": -3.47, "de_lowest_kcal_mol": 79.40, "e_tot_ev": -90172.2087, "e_lumo_ev": 1.941, "elements": ["C", "C", "H", "H", "H", "C", "C", "H", "H", "H", "H", "Mg", "Cl", "Cl", "C", "O", "N", "C", "C", "H", "H", "H", "H", "H", "H", "H", "H", "H", "C", "C", "N", "H", "C", "O", "H", "H", "H", "H", "O", "C", "C", "C", "H", "C", "H", "C", "H", "C", "C", "H", "H", "H", "Si", "Cl", "C", "C", "C", "H", "H", "H", "H", "H", "H", "H", "H", "H", "N", "C", "C", "C", "C", "C", "C", "C", "H", "H", "H", "H", "H"], "coordinates": [[2.253, -1.897, -5.902], [1.628, -0.668, -5.338], [2.421, -1.781, -6.976], [1.575, -2.758, -5.799], [3.211, -2.131, -5.412], [1.101, 0.316, -6.075], [1.418, 0.510, -7.513], [0.377, 1.011, -5.646], [0.900, -0.221, -8.128], [2.510, 0.453, -7.671], [1.037, 1.488, -7.824], [-0.574, -0.487, 1.523], [1.406, -0.886, 2.653], [-0.541, -4.152, 0.671], [0.340, 2.193, 1.741], [-0.707, 1.502, 1.954], [0.306, 3.501, 1.474], [-0.933, 4.173, 1.144], [1.496, 4.301, 1.415], [1.353, 1.760, 1.769], [-1.770, 3.545, 1.462], [-0.980, 4.363, 0.057], [-0.936, 5.134, 1.678], [2.308, 3.778, 1.910], [1.329, 5.253, 1.915], [1.813, 4.533, 0.398], [-3.576, -1.873, -2.695], [-3.402, 0.956, -3.346], [-3.946, -1.425, -1.739], [-3.839, 0.995, -2.338], [-3.365, -0.103, -1.497], [-3.665, -2.093, -0.919], [-2.688, 0.155, -0.369], [-2.309, -0.731, 0.447], [-3.504, 1.927, -1.883], [-2.512, 1.238, -0.197], [-5.057, -1.338, -1.818], [-4.936, 0.984, -2.434], [0.415, -1.492, -3.462], [1.427, -0.714, -3.819], [-0.132, 1.185, -3.364], [1.172, 0.696, -3.217], [-0.901, 0.528, -3.801], [-0.475, 2.463, -2.910], [2.388, -1.091, -3.406], [2.130, 1.419, -2.503], [-1.520, 2.817, -2.978], [0.518, 3.235, -2.295], [1.807, 2.720, -2.076], [3.082, 0.924, -2.265], [0.281, 4.237, -1.929], [2.554, 3.280, -1.491], [0.615, -3.888, -1.067], [0.481, 0.663, -0.219], [-0.717, -3.356, -2.284], [2.083, -2.984, -0.217], [1.418, -5.277, -1.890], [-1.401, -2.585, -1.889], [-1.271, -4.181, -2.799], [-0.056, -2.870, -3.058], [0.739, -5.585, -2.700], [1.620, -6.086, -1.175], [2.361, -4.878, -2.313], [1.779, -2.209, 0.498], [2.767, -2.511, -0.937], [2.653, -3.756, 0.356], [-1.597, -1.037, 3.416], [-1.409, -0.808, 4.543], [-0.923, -0.534, 5.864], [-1.745, -0.235, 6.968], [-1.133, 0.116, 8.191], [0.270, 0.110, 8.307], [1.077, -0.197, 7.194], [0.468, -0.533, 5.991], [-2.829, -0.277, 6.837], [-1.772, 0.417, 9.030], [0.737, 0.350, 9.272], [2.174, -0.164, 7.226], [1.072, -0.778, 5.107]]}